ORCA calculation (ωB97M-V/def2-TZVPD) on 4 unconnected molecules or ions with the total composition C29H67N3O4S at a distorted geometry.

2S+1: 1
Energy: -54654.0203 eV
LUMO level: 0.0194 Ha
HOMO: -7.79 eV

Cartesian coordinates (Å):
C 0.46822 1.11213 -0.99619
C 1.99498 1.14436 -1.03513
C 2.65252 0.22412 -2.06866
C 2.93567 -1.21420 -1.60062
C 1.92058 -2.32908 -1.89500
C 1.66798 -2.68843 -3.38546
C 2.59302 -2.00583 -4.39794
C 0.19710 -2.50050 -3.80248
C -0.35839 -1.08312 -3.58638
C -0.70551 -0.33726 -4.86829
C 2.39886 -3.61256 -1.18462
O 2.10228 -3.40416 0.22304
S 0.82699 -2.49341 0.36315
O 1.14681 -1.32640 1.11524
O -0.32030 -3.23452 0.74004
O 0.68502 -2.09751 -1.18314
H 0.05122 1.41918 -1.95580
H 0.11512 1.82351 -0.24709
H 0.07725 0.13728 -0.71699
H 2.27278 2.16956 -1.29824
H 2.40524 0.96646 -0.04049
H 2.06706 0.24884 -2.98613
H 3.61847 0.66064 -2.32948
H 3.87061 -1.54040 -2.05774
H 3.12279 -1.19258 -0.52754
H 1.86868 -3.75927 -3.47013
H 3.63867 -2.01257 -4.10128
H 2.51680 -2.55453 -5.33566
H 2.28456 -0.98274 -4.59747
H -0.40781 -3.25215 -3.29672
H 0.14117 -2.73439 -4.86856
H -1.25555 -1.15414 -2.97048
H 0.34043 -0.49745 -2.99725
H -0.92146 0.70563 -4.62268
H 0.10700 -0.33183 -5.59311
H -1.61218 -0.74242 -5.31464
H 1.78238 -4.45551 -1.49309
H 3.45973 -3.80287 -1.29590
C -3.34958 1.63648 -1.94273
C -3.17201 3.07035 -2.41412
N -3.19769 3.20185 -3.86043
C -2.75597 4.50364 -4.32841
C -3.59992 5.73156 -3.96376
C -4.36725 2.64919 -4.52194
C -5.74646 3.18305 -4.11129
H -2.60348 0.98664 -2.40395
H -3.21928 1.58564 -0.86109
H -4.34085 1.24231 -2.16868
H -2.19346 3.42457 -2.07754
H -3.91876 3.70532 -1.91081
H -2.65139 4.45307 -5.41573
H -1.74378 4.65640 -3.94027
H -4.51730 5.78665 -4.54826
H -3.03123 6.64034 -4.17015
H -3.86564 5.74565 -2.90650
H -4.35890 1.56757 -4.36818
H -4.23129 2.78453 -5.59791
H -5.84312 3.27074 -3.02833
H -6.52274 2.49570 -4.45314
H -5.96116 4.15589 -4.55076
C 5.05324 5.05526 4.50519
C 3.68441 5.18196 3.85455
N 3.69971 4.90127 2.43063
C 2.47322 5.28243 1.75260
C 1.17927 4.54283 2.11704
C 4.25869 3.61585 2.04896
C 3.62124 2.35159 2.64042
H 5.78326 5.68734 3.99810
H 4.99402 5.36857 5.54816
H 5.42057 4.02870 4.49556
H 3.33929 6.21252 3.97475
H 2.96986 4.55121 4.40761
H 2.64271 5.19126 0.67603
H 2.32287 6.35057 1.93907
H 1.14876 3.53810 1.69674
H 0.32199 5.08656 1.71493
H 1.04090 4.46659 3.19580
H 5.32077 3.61840 2.30530
H 4.23089 3.55822 0.95754
H 3.42854 2.44598 3.70981
H 4.29509 1.50281 2.50623
H 2.68394 2.09718 2.14780
C -0.07747 -3.98131 3.98529
C -1.35816 -4.77184 3.77659
N -1.29029 -6.12795 4.29549
C -2.38905 -6.96777 3.85572
C -3.80848 -6.60825 4.31444
C -0.91673 -6.24867 5.69359
C -1.78638 -5.53253 6.73667
H 0.77527 -4.50648 3.55182
H -0.16793 -3.01261 3.49448
H 0.12719 -3.79760 5.04111
H -1.54163 -4.84320 2.70185
H -2.19998 -4.19737 4.19614
H -2.16836 -7.99650 4.15475
H -2.37326 -6.96708 2.76130
H -3.97839 -6.86294 5.35986
H -4.53668 -7.16794 3.72386
H -4.02441 -5.54815 4.18014
H 0.10895 -5.88781 5.79817
H -0.86948 -7.31455 5.93168
H -2.04161 -4.51868 6.42575
H -1.24151 -5.45705 7.67995
H -2.71234 -6.06791 6.94141

Cartesian forces, eV/Å:
C 0.12 0.13 0.35
C -0.20 0.31 -0.25
C 0.03 0.04 0.24
C -0.06 0.08 -0.36
C 0.98 -0.45 0.14
C -0.32 0.26 -0.11
C -0.18 -0.09 0.03
C 0.14 -0.02 -0.10
C -0.09 -0.25 -0.04
C -0.14 0.37 0.39
C -0.59 0.19 0.23
O 0.40 -0.04 -0.19
S -0.62 1.00 -0.01
O 0.28 -0.25 0.04
O -0.03 -0.38 -0.17
O -0.25 -0.22 0.32
H -0.06 -0.05 -0.06
H -0.05 0.02 0.00
H -0.04 0.06 -0.12
H 0.09 0.02 0.05
H 0.02 -0.14 0.04
H 0.06 -0.01 0.00
H 0.05 -0.01 0.00
H 0.03 -0.07 0.01
H -0.01 -0.03 0.10
H 0.03 -0.07 0.00
H 0.07 0.03 0.02
H 0.01 0.00 -0.07
H 0.09 0.08 0.00
H -0.09 0.07 0.09
H 0.00 -0.12 -0.03
H -0.02 0.08 0.06
H -0.06 -0.04 -0.09
H -0.07 0.05 -0.09
H 0.03 -0.16 -0.10
H 0.08 -0.12 -0.24
H 0.19 -0.13 -0.19
H 0.07 -0.06 0.10
C 0.05 -0.03 0.05
C -0.03 -0.04 0.05
N 0.03 0.03 -0.01
C 0.12 0.07 -0.03
C 0.01 0.03 -0.07
C -0.09 -0.11 -0.05
C -0.02 -0.02 -0.08
H -0.03 -0.02 -0.03
H 0.01 0.00 0.01
H 0.00 0.01 -0.01
H 0.00 0.05 -0.01
H 0.00 -0.01 -0.01
H -0.04 -0.03 -0.01
H -0.02 -0.03 0.05
H -0.03 -0.03 0.03
H 0.01 0.00 0.00
H 0.01 -0.01 0.01
H 0.02 0.00 0.05
H 0.02 0.06 0.00
H 0.02 -0.02 0.01
H 0.01 0.00 0.00
H 0.02 0.04 0.06
C 0.00 0.01 0.02
C 0.01 -0.02 0.07
N -0.03 0.01 -0.04
C -0.07 0.11 -0.06
C -0.01 0.00 -0.07
C 0.11 -0.13 -0.01
C 0.01 -0.06 -0.12
H 0.00 -0.02 -0.03
H 0.00 0.01 0.00
H 0.00 -0.01 0.00
H -0.05 -0.01 -0.03
H 0.01 0.00 0.00
H 0.03 -0.03 0.00
H 0.02 -0.01 0.05
H 0.03 -0.02 0.04
H 0.00 0.01 0.00
H 0.01 0.00 0.01
H -0.01 0.04 0.05
H -0.06 0.02 -0.01
H 0.02 0.04 0.01
H 0.00 0.00 -0.01
H -0.04 0.01 0.08
C -0.01 0.04 0.02
C 0.01 0.07 -0.01
N -0.03 -0.02 0.00
C -0.03 -0.09 -0.11
C -0.02 -0.07 0.01
C 0.09 0.00 0.11
C 0.02 -0.06 0.05
H 0.00 -0.02 0.02
H 0.02 0.00 -0.01
H 0.01 -0.01 0.01
H -0.04 -0.02 0.00
H 0.01 0.00 0.00
H 0.02 0.01 0.04
H 0.02 0.05 0.00
H 0.02 0.05 0.02
H 0.01 0.00 -0.01
H 0.02 0.01 -0.01
H -0.01 0.04 -0.03
H -0.05 -0.01 -0.03
H 0.02 0.01 -0.02
H 0.00 -0.01 0.00
H -0.04 0.04 -0.05